{"formula": "C26H32N4O11S", "method": "ωB97M-V/def2-TZVPD", "fmax_ha_per_bohr": 0.0768, "mol_weight_g_mol": 608.63, "e_above_lowest_ev": 2.173, "homo_ev": -9.12, "elements": ["C", "C", "N", "C", "C", "O", "S", "O", "O", "C", "O", "C", "C", "C", "O", "H", "H", "H", "H", "H", "H", "H", "H", "H", "H", "H", "H", "H", "H", "H", "H", "H", "C", "C", "C", "C", "C", "C", "N", "O", "O", "H", "H", "H", "H", "H", "C", "C", "C", "C", "C", "C", "N", "O", "O", "H", "H", "H", "H", "H", "C", "C", "C", "C", "C", "C", "N", "O", "O", "H", "H", "H", "H", "H"], "positions_angstrom": [[-5.772, 0.314, 0.189], [-5.015, 0.637, -1.186], [-3.914, -0.296, -1.547], [-2.828, -0.349, -0.542], [-1.824, 0.909, -0.599], [-1.496, 1.459, 0.702], [-0.479, 0.443, 1.590], [0.142, -0.611, 0.684], [-1.510, -0.274, 2.717], [-1.663, -1.693, 2.497], [-2.848, -2.077, 3.256], [-3.278, -3.393, 2.844], [-4.392, -1.626, -1.948], [-3.917, -2.129, -3.405], [-5.094, -2.384, -1.244], [-5.758, 1.274, 0.824], [-5.320, -0.541, 0.791], [-6.888, 0.073, 0.055], [-4.671, 1.719, -1.210], [-5.802, 0.542, -2.021], [-2.187, -1.270, -0.792], [-3.166, -0.484, 0.536], [-0.906, 0.709, -1.259], [-2.400, 1.736, -1.155], [-1.876, -1.990, 1.423], [-0.800, -2.284, 2.971], [-2.543, -4.140, 3.320], [-3.365, -3.532, 1.720], [-4.300, -3.584, 3.322], [-4.766, -2.678, -3.928], [-2.987, -2.776, -3.363], [-3.698, -1.189, -4.022], [3.112, 1.006, 2.057], [3.973, 1.269, 3.118], [4.775, 2.404, 3.098], [4.703, 3.271, 2.010], [3.850, 3.009, 0.942], [3.053, 1.871, 0.969], [5.527, 4.482, 1.995], [6.278, 4.672, 2.938], [5.414, 5.236, 1.039], [2.483, 0.121, 2.077], [4.015, 0.590, 3.963], [5.441, 2.599, 3.931], [3.792, 3.676, 0.090], [2.383, 1.659, 0.143], [1.603, -7.367, 2.136], [1.710, -6.636, 0.957], [0.574, -6.086, 0.374], [-0.664, -6.271, 0.984], [-0.779, -7.008, 2.160], [0.362, -7.557, 2.735], [-1.859, -5.672, 0.387], [-1.724, -5.048, -0.654], [-2.922, -5.826, 0.966], [2.493, -7.791, 2.592], [2.680, -6.493, 0.494], [0.670, -5.518, -0.544], [-1.740, -7.160, 2.637], [0.284, -8.130, 3.652], [4.594, 7.353, -4.120], [3.535, 6.972, -4.938], [2.569, 6.092, -4.463], [2.673, 5.603, -3.163], [3.734, 5.975, -2.341], [4.696, 6.853, -2.826], [1.645, 4.695, -2.649], [0.739, 4.375, -3.402], [1.751, 4.312, -1.495], [5.342, 8.045, -4.492], [3.460, 7.364, -5.947], [1.749, 5.802, -5.110], [3.824, 5.594, -1.329], [5.525, 7.151, -2.193]]}